No. 1
{
  "formula": "CH11NO3",
  "method": "the ωB97M-V functional and the def2-TZVPD basis",
  "symbols": ["H", "O", "H", "H", "H", "H", "H", "N", "O", "C", "H", "H", "O", "H", "H", "H"],
  "xyz": [[2.2925, -1.6991, -5.9940], [1.5842, -1.7661, -5.3421], [-2.7938, -0.4814, 4.8473], [-1.8447, 5.4346, -2.5093], [-1.5194, -1.5577, 6.6697], [-0.7896, -0.5008, 5.5899], [2.0628, -1.7363, -4.4900], [-2.3503, -1.3656, 4.6423], [4.1991, -1.2917, -0.8405], [-1.2626, -1.4857, 5.6058], [-3.1397, -1.9852, 4.5810], [-0.5443, -2.2174, 5.2664], [-2.5436, 5.6101, -3.1431], [3.9775, -0.3731, -1.0573], [-3.3662, 5.1915, -2.8763], [3.8086, -1.7504, -1.6129]],
  "forces_ev_per_angstrom": [[0.140, 0.036, 0.019], [-0.184, -0.059, -0.047], [-0.058, 0.257, -0.342], [-0.294, -0.288, 0.192], [-0.225, -0.760, -0.069], [0.388, -0.169, -0.294], [0.074, 0.045, 0.140], [-0.417, 1.267, -0.123], [-0.129, 0.033, -0.155], [-0.262, 0.666, 0.006], [0.403, -0.975, 0.551], [0.166, -0.286, 0.276], [-0.034, 0.434, -0.526], [0.044, 0.034, 0.035], [0.334, -0.152, 0.327], [0.054, -0.084, 0.011]],
  "relative_energy_kcal_mol": 16.3,
  "charge": -1,
  "multiplicity": 2,
  "molar_mass_g_mol": 85.10,
  "lumo_ev": [2.66, 2.65]
}

=====

No. 2
{
  "formula": "CH11NO3",
  "method": "the ωB97M-V functional and the def2-TZVPD basis",
  "symbols": ["H", "H", "H", "N", "H", "C", "H", "O", "H", "H", "O", "H", "H", "H", "O", "H"],
  "xyz": [[0.2099, 0.2464, 0.8667], [0.9176, 2.1564, -0.1189], [-2.0649, -0.7136, 1.1814], [0.0985, -1.0459, 0.7867], [-1.4187, -2.4861, 1.4441], [-1.3021, -1.5651, 0.6679], [1.2285, 0.3326, -1.4839], [0.8441, -0.4726, -1.9312], [-0.6867, 1.7464, 0.9661], [-1.5968, -1.8917, -0.3419], [0.7228, 2.4558, -1.0776], [1.4892, 2.7557, -1.5427], [0.0789, -0.1328, -2.3774], [0.4247, -1.4062, 1.6592], [0.2043, 1.5186, 1.1008], [0.8506, -1.4979, 0.2007]],
  "forces_ev_per_angstrom": [[-0.258, 1.932, 0.396], [-0.664, 0.406, -0.832], [2.124, -2.225, -1.878], [0.963, -1.275, -0.484], [0.186, 1.957, -2.105], [-1.582, -0.052, 3.269], [-0.850, -0.797, -0.771], [1.285, 0.518, 0.951], [-1.742, 0.711, -0.321], [0.210, 0.502, 0.529], [-0.121, -0.564, 0.185], [0.777, 0.402, -0.161], [-0.522, 0.413, -0.313], [0.020, 0.328, 1.237], [1.923, -3.010, 0.664], [-1.750, 0.754, -0.365]],
  "relative_energy_kcal_mol": 46.1,
  "multiplicity": 1,
  "molar_mass_g_mol": 85.10,
  "lumo_ev": 0.56
}

=====

No. 3
{
  "formula": "CH11NO3",
  "method": "the ωB97M-V functional and the def2-TZVPD basis",
  "symbols": ["H", "H", "H", "H", "C", "H", "H", "O", "O", "H", "H", "N", "H", "O", "H", "H"],
  "xyz": [[-2.5650, 2.2235, 5.4942], [-1.0669, 2.2960, -0.6891], [-0.3507, -2.1625, 0.7737], [-0.2547, 3.4846, -0.7022], [-1.2938, -1.5976, -0.9531], [-1.2414, -0.9566, -1.8317], [-1.4228, -2.6552, -1.2025], [-2.7661, 1.5717, 4.8058], [-1.0213, 3.1624, -0.2669], [-3.2208, 2.1549, 4.1842], [-2.2590, -1.3069, -0.4912], [-0.2069, -1.5180, 0.0154], [-0.0444, -0.5820, 0.3553], [6.2294, -1.1629, -3.3192], [5.3231, -0.8692, -3.1508], [6.1613, -2.0822, -3.0221]],
  "forces_ev_per_angstrom": [[0.183, -0.486, 0.123], [-0.489, -0.143, 0.280], [-0.060, 0.119, 0.192], [1.186, 1.034, -0.392], [-1.362, -0.282, 1.237], [0.759, -0.217, -0.065], [0.131, 0.278, -0.487], [-0.140, 0.885, 0.164], [-0.704, -0.898, 0.107], [-0.035, -0.403, -0.296], [0.103, -0.082, -0.142], [0.556, 0.282, -0.938], [-0.123, -0.085, 0.213], [-0.624, -0.443, 0.307], [0.228, 0.309, -0.155], [0.392, 0.132, -0.149]],
  "relative_energy_kcal_mol": 29.5,
  "multiplicity": 1,
  "molar_mass_g_mol": 85.10,
  "lumo_ev": 0.54
}

=====

No. 4
{
  "formula": "CH11NO4",
  "method": "the ωB97M-V functional and the def2-TZVPD basis",
  "symbols": ["O", "O", "H", "H", "H", "H", "H", "O", "H", "H", "H", "C", "N", "H", "O", "H", "H"],
  "xyz": [[1.4548, -0.5056, -2.0066], [-1.0872, -1.0566, 2.0551], [1.3988, 0.5056, -1.8957], [-0.8426, 0.4784, -1.6388], [2.0334, 2.4870, -1.1963], [-2.3978, 0.4012, -0.8669], [0.1042, 1.2411, 0.3950], [1.0030, -1.3297, 0.9288], [-1.5140, -1.8152, 2.4753], [0.0417, -1.3537, 1.4377], [1.6859, -1.2841, 1.6056], [-1.3109, 0.2950, -0.6825], [-0.9015, 1.1335, 0.4327], [-1.2795, 0.5472, 1.1929], [1.4099, 1.8011, -0.9146], [1.4436, -0.8190, -1.0894], [-1.2416, -0.7263, -0.2320]],
  "forces_ev_per_angstrom": [[0.104, 1.127, 0.016], [-0.133, 0.220, -0.383], [0.061, -1.274, 0.059], [0.678, -0.253, 0.286], [0.140, -0.177, 0.064], [0.103, -0.069, 0.394], [0.547, 0.458, 0.297], [-0.281, 0.071, -0.246], [-0.174, 0.265, -0.009], [0.599, 0.103, -0.037], [-0.008, 0.001, -0.001], [-1.150, 1.303, 0.084], [0.281, -2.725, -2.154], [-0.234, 0.757, 1.859], [-0.799, 0.350, 0.220], [0.002, -0.078, 0.043], [0.263, -0.078, -0.494]],
  "relative_energy_kcal_mol": 208.6,
  "multiplicity": 1,
  "molar_mass_g_mol": 101.10,
  "lumo_ev": -5.81
}

=====

No. 5
{
  "formula": "CH11NO6",
  "method": "the ωB97M-V functional and the def2-TZVPD basis",
  "symbols": ["H", "O", "H", "O", "H", "H", "H", "H", "O", "H", "N", "O", "O", "O", "H", "H", "H", "H", "C"],
  "xyz": [[1.1378, 2.6320, -2.0747], [-1.2240, -0.7451, 1.3755], [-1.8206, 3.0023, 0.8792], [1.1644, -1.5687, -3.0614], [0.2336, -2.8188, 3.2643], [0.3388, -0.6708, -1.1023], [1.4803, -0.7957, -3.5414], [-0.4457, -0.6370, 0.7463], [-0.9588, 2.8814, 0.4563], [1.8390, -1.7940, -2.4089], [0.1816, -2.0358, 2.6268], [0.2432, 2.3635, -1.8358], [-2.0772, -2.2910, 2.6620], [0.5475, 0.0054, -0.4446], [0.5355, 0.8670, -0.9384], [0.9586, -1.7027, 2.0569], [-0.2662, 3.1062, -1.4944], [-0.8371, 1.9442, 0.6525], [-1.0308, -1.7425, 2.1820]],
  "forces_ev_per_angstrom": [[-0.314, 0.498, -0.007], [-0.453, -1.303, 0.117], [0.050, 0.597, -0.145], [-0.276, 0.001, 0.521], [0.673, -0.051, -0.028], [0.180, 0.140, -0.615], [0.128, -0.083, 0.016], [0.224, 1.131, -0.638], [-0.739, -0.435, 0.635], [0.178, 0.086, -0.401], [-1.091, -0.555, -0.499], [0.529, -0.910, -0.386], [-0.659, -0.433, 0.194], [-0.238, -0.622, 0.587], [-0.395, 0.049, 0.160], [0.067, -0.242, 0.549], [0.229, 0.069, 0.260], [0.449, 0.034, -0.289], [1.457, 2.029, -0.030]],
  "relative_energy_kcal_mol": 0.0,
  "charge": 1,
  "multiplicity": 2,
  "molar_mass_g_mol": 133.10,
  "lumo_ev": [-3.69, -9.23]
}

=====

No. 6
{
  "formula": "CH12Ba2O9",
  "method": "the ωB97M-V functional and the def2-TZVPD basis",
  "symbols": ["O", "O", "O", "H", "O", "H", "H", "Ba", "O", "H", "H", "O", "H", "H", "H", "H", "O", "Ba", "H", "H", "O", "H", "C", "O"],
  "xyz": [[2.0958, 3.7811, -1.3361], [-0.4095, -0.3509, -0.7840], [-1.7679, 3.0103, 1.1866], [1.8538, 4.6928, -1.1736], [-1.3937, -0.5571, 5.1884], [-3.1294, -0.9645, -2.5646], [-3.9951, -2.0991, -3.0698], [2.0874, 0.3043, -3.7520], [-4.0205, -1.3119, -2.5259], [-1.7128, -5.2935, -2.6473], [4.4647, 2.6831, 0.6660], [1.4669, -0.9138, -0.0512], [-1.2400, -0.9292, 4.3200], [1.3212, 3.2785, -1.0838], [-2.0175, 3.5033, 0.4050], [-1.5602, 2.1342, 0.8616], [-0.2688, -1.2748, 1.1742], [3.2931, -3.6096, 2.4334], [4.0983, 1.2143, 0.6514], [-1.0789, -4.0484, -2.0645], [-1.8165, -4.6474, -1.9488], [-1.3469, 0.3897, 5.0554], [0.2739, -0.8078, 0.1685], [4.8028, 1.8164, 0.8912]],
  "forces_ev_per_angstrom": [[0.285, -0.608, -0.460], [-1.642, 2.020, -2.897], [0.275, 0.220, 0.123], [-0.012, 0.372, 0.029], [0.218, -0.242, 0.281], [0.251, 0.104, 0.273], [-0.100, -0.287, -0.049], [-1.026, -0.015, 1.750], [-0.139, 0.169, -0.114], [-0.097, -0.273, -0.188], [-0.099, 0.350, 0.025], [8.246, -0.775, -0.885], [-0.115, -0.038, -0.395], [-0.351, -0.060, 0.423], [-0.224, 0.142, -0.118], [-0.024, -0.490, -0.054], [-0.500, -0.656, 2.393], [-1.220, 1.052, -0.432], [-0.377, -0.086, 0.050], [0.082, 0.291, 0.108], [-0.004, -0.012, 0.092], [-0.076, 0.271, -0.026], [-3.650, -1.114, 0.172], [0.299, -0.334, -0.101]],
  "relative_energy_kcal_mol": 223.3,
  "charge": 2,
  "multiplicity": 1,
  "molar_mass_g_mol": 442.75,
  "lumo_ev": -8.20
}

=====

- Which formula does entry 5 have?
  CH11NO6